Here is the molecule C4H5N3 from the Open Molecules 2025 dataset. Energies are from the ωB97M-V functional and the def2-TZVPD basis.

Values from the calculation:
- F_max: 2.16 eV/A
- HOMO-LUMO gap: 8.2 eV
- Energy above the lowest of the compared OMol25 structures with the same formula, charge and spin: 75.3 kcal/mol

Atoms and positions in Å:
N (1.88217, 0.32719, 0.49170)
C (0.53817, 0.10233, 0.17926)
C (-0.20301, -0.83870, 0.95153)
N (-1.46933, -1.11113, 0.82085)
C (-2.23364, -0.43045, -0.09134)
N (-1.52096, 0.44879, -0.86424)
C (-0.16568, 0.73027, -0.82051)
H (2.33545, -0.44940, 0.95856)
H (2.45310, 0.68003, -0.26328)
H (0.31693, -1.40808, 1.72347)
H (-2.24248, 0.52132, -1.57026)
H (0.30928, 1.42783, -1.51573)

Here is a cluster of 2 separate species, C4H5N3 in total from the Open Molecules 2025 dataset. Energies are from the ωB97M-V functional and the def2-TZVPD basis.

Values from the calculation:
- F_max: 0.65 eV/A
- HOMO-LUMO gap: 8.8 eV
- Energy above the lowest of the compared OMol25 structures with the same formula, charge and spin: 108.0 kcal/mol
- SMILES string: C1=C=NC=NC=1.N

Atoms and positions in Å:
C (-0.01879, 0.22817, 0.02676)
C (0.88831, 1.07589, 0.16743)
N (2.19141, 1.06473, 0.22368)
C (2.52452, -0.25731, 0.08726)
N (1.70652, -1.29147, -0.07269)
C (0.37442, -1.08653, -0.11002)
H (3.58808, -0.47050, 0.12011)
H (-0.27647, -1.95110, -0.24324)
N (-2.53159, 0.51178, -0.04418)
H (-2.75681, 0.77262, -1.00016)
H (-3.32904, 0.03745, 0.36918)
H (-2.36055, 1.36627, 0.47586)